Arrangement a

C4H13NO2 | wB97M-V/def2-TZVPD

```
! RIJCOSX wB97M-V def2-TZVPD def2/J DEFGRID3
* xyz -1 2
C -1.6497 1.6358 -0.0396
C -1.1604 0.3380 0.5492
C 0.3102 0.0700 0.3308
C 1.9043 -1.5963 0.1018
N 0.6518 -1.3000 0.1309
H -2.6774 1.6853 -0.4680
H -0.9886 2.0387 -0.8900
H -1.5285 2.4381 0.8138
H -1.4927 0.3084 1.5979
H -1.5780 -0.5747 0.0413
H 0.7487 0.5555 -0.5243
H 0.7542 0.4325 1.2540
H 2.8136 -0.9021 0.1286
H 2.1898 -2.6581 -0.1950
H -0.7277 -1.9396 1.4733
H -0.3096 -3.2659 2.1639
O -1.1370 -2.7121 1.9161
H 1.8748 1.7476 -2.2249
H 1.0787 1.9884 -3.5333
O 0.9234 1.7106 -2.6264
*
```

Output
⟨S²⟩   0.7520


Arrangement b

C4H13NO2 | wB97M-V/def2-TZVPD

```
! RIJCOSX wB97M-V def2-TZVPD def2/J DEFGRID3
* xyz -1 2
C 1.9658 0.8531 0.1440
N 0.7858 1.6374 -0.2374
C 0.5048 1.2057 -1.6076
C 0.8010 -0.3039 -1.6829
C 1.8372 -0.5149 -0.5621
H 1.9988 0.7332 1.2205
H 2.8307 1.4122 -0.2236
H -0.0145 1.4584 0.3553
H 1.2841 1.6805 -2.2175
H -0.4959 1.4720 -1.9226
H -0.0763 -0.9131 -1.4676
H 1.1731 -0.5178 -2.6719
H 2.8069 -0.9124 -0.8584
H 1.4412 -1.2364 0.1580
H -0.1329 -4.7645 1.8678
H -0.4783 -5.9801 2.6033
O 0.2107 -5.3317 2.5899
H -5.0778 2.9027 2.0752
H -5.5585 3.7992 0.8208
O -5.8058 3.3203 1.6169
*
```

Output
⟨S²⟩   0.7503


arrangement b comes first in stability; the runner-up is 1.004 eV higher.